Below is a cluster of 2 separate species, C4H4O3 in total in a non-equilibrium geometry, with properties calculated with the ωB97M-V functional and the def2-TZVPD basis.

**SMILES**: O=C=CO.C=C=O
**Charge**: 0
**Gap between HOMO and LUMO**: 9.39 eV

Structure (XYZ):
```
11
Properties=species:S:1:pos:R:3:forces:R:3:nbo_charge:R:1
O 1.502987 -1.633506 1.668182 0.1 0.9 -0.4 -0.440
C 1.479989 -0.565814 1.190502 0.0 -0.7 0.4 0.653
C 1.425172 0.657986 0.687838 0.1 -0.1 0.3 -0.233
O 1.337241 0.883208 -0.672277 -0.1 0.0 -0.1 -0.697
H 1.550127 1.493875 1.369952 0.0 -0.1 -0.1 0.212
H 0.388939 0.884804 -0.897215 0.2 0.0 -0.1 0.488
C -1.641220 0.203171 -0.799247 -0.1 -0.1 0.0 -0.852
C -1.214873 -1.019773 -0.545290 0.2 -0.7 0.1 0.746
O -0.810362 -2.088387 -0.332809 -0.4 1.0 -0.2 -0.430
H -1.859742 0.866442 0.028743 0.0 -0.1 -0.1 0.276
H -1.919861 0.459625 -1.813443 0.0 -0.1 0.1 0.275
```
Forces are in eV/Å.